[1]
ORCA calculation (wB97M-V/def2-TZVPD) on a structure of composition C28H41N5O2S.

Structure (XYZ):
```
77
Properties=species:S:1:pos:R:3:forces:R:3:lowdin_charge:R:1
C 3.839 -2.608 2.510 0.575 -0.184 -0.388 0.046
C 3.408 -3.520 1.571 0.576 0.096 0.943 -0.056
C 3.911 -3.520 0.164 0.228 -2.047 0.462 -0.521
O 3.109 -3.830 -0.693 0.439 0.556 0.110 0.107
O 5.175 -3.121 -0.077 -0.413 0.686 0.400 -0.007
C 5.334 -2.419 -1.325 0.062 0.077 -0.925 -0.158
C 4.555 -1.084 -1.393 0.528 -0.751 0.275 -0.166
C 4.787 -0.234 -0.132 -0.267 0.518 -0.380 -0.177
C 3.861 1.008 0.012 -0.492 -0.472 0.319 -0.194
C 2.407 0.798 -0.511 1.289 0.094 0.585 -0.189
C 1.774 -0.318 0.326 -0.474 0.316 -0.477 -0.147
C 0.315 -0.593 0.039 0.173 -0.539 1.270 -0.188
C -0.418 -1.256 1.092 1.119 0.266 -0.157 -0.012
C -1.709 -1.608 1.016 -0.496 -0.490 0.630 -0.225
C -2.361 -2.275 2.216 0.448 0.217 -0.544 -0.026
C -2.384 -1.322 -0.204 0.461 -0.073 0.573 -0.345
N -3.661 -1.635 -0.461 0.753 0.878 -0.957 -0.195
S -3.873 -1.041 -1.946 -1.034 -0.091 -0.800 0.970
N -2.440 -0.422 -2.347 -0.272 -0.436 0.993 -0.216
C -1.674 -0.645 -1.264 -0.345 -0.279 0.122 -0.368
C -0.310 -0.298 -1.112 0.150 0.458 -0.870 0.014
H 3.243 -1.751 2.837 -0.673 -1.251 1.382 0.066
H 4.850 -2.697 2.925 0.505 1.326 -1.442 0.077
H 2.638 -4.231 1.879 -1.271 1.131 -1.267 0.114
H 5.012 -3.094 -2.126 -0.028 0.234 0.077 0.123
H 6.403 -2.242 -1.481 -0.088 -0.137 0.495 0.126
H 3.513 -1.358 -1.574 0.062 0.339 0.105 0.097
H 4.940 -0.556 -2.275 -0.239 -0.059 0.048 0.125
H 5.826 0.121 -0.166 -0.114 -0.193 0.229 0.117
H 4.668 -0.850 0.765 0.119 0.021 -0.232 0.083
H 3.730 1.174 1.092 0.247 0.151 -0.199 0.082
H 4.308 1.932 -0.374 -0.053 -0.279 -0.247 0.108
H 1.917 1.769 -0.373 -0.347 -0.352 -0.175 0.116
H 2.446 0.538 -1.575 -0.247 0.150 0.152 0.103
H 2.320 -1.256 0.164 -0.059 0.104 0.088 0.098
H 1.867 -0.082 1.396 0.023 0.044 -0.197 0.120
H 0.119 -1.497 2.009 -0.012 0.146 -0.129 0.126
H -3.295 -2.752 1.916 0.048 0.046 0.350 0.071
H -2.492 -1.534 3.013 -0.355 -0.099 -0.206 0.083
H -1.644 -3.005 2.610 -0.349 -0.094 -0.079 0.080
H 0.220 0.183 -1.929 -0.191 -0.005 0.040 0.121
C -2.219 4.798 0.725 -0.095 0.037 -0.002 -0.132
C -2.250 3.607 -0.224 0.084 0.284 0.017 -0.254
C -2.882 2.361 0.405 0.266 0.107 0.021 -0.173
C -2.118 1.938 1.588 0.103 -0.294 0.352 -0.223
N -1.510 1.612 2.512 -0.288 0.200 -0.469 0.160
H -1.610 4.593 1.606 -0.025 -0.026 -0.026 0.050
H -1.789 5.668 0.230 0.010 -0.020 0.026 0.064
H -3.228 5.060 1.057 -0.004 -0.017 -0.003 0.075
H -1.230 3.379 -0.544 -0.034 -0.069 -0.004 0.104
H -2.815 3.876 -1.118 -0.027 -0.133 -0.009 0.109
H -2.895 1.540 -0.313 -0.021 -0.054 0.060 0.086
H -3.912 2.564 0.705 0.011 -0.034 0.062 0.123
C -7.159 -2.778 -3.065 -0.006 0.043 0.037 -0.116
C -6.136 -3.814 -3.511 -0.031 0.186 0.172 -0.273
C -6.562 -4.566 -4.776 -0.092 -0.061 0.308 -0.189
C -7.823 -5.289 -4.547 -0.345 -0.287 -0.148 -0.238
N -8.809 -5.856 -4.360 0.528 0.325 -0.056 0.141
H -8.112 -3.240 -2.803 0.003 -0.017 -0.061 0.072
H -6.802 -2.248 -2.181 -0.007 0.021 -0.025 0.051
H -7.339 -2.042 -3.852 -0.020 0.008 0.025 0.080
H -5.973 -4.524 -2.697 0.053 -0.059 -0.083 0.115
H -5.183 -3.316 -3.699 0.025 -0.102 -0.075 0.081
H -5.795 -5.286 -5.063 -0.058 -0.034 -0.064 0.116
H -6.701 -3.871 -5.605 -0.042 -0.027 -0.017 0.119
C 3.735 3.529 2.789 0.074 -0.005 0.009 -0.114
C 3.775 5.037 3.001 0.149 -0.230 0.013 -0.260
C 2.377 5.650 3.132 0.138 -0.064 -0.277 -0.182
C 1.598 5.406 1.908 -0.389 0.057 -0.240 -0.212
N 0.997 5.215 0.942 0.419 0.057 0.471 0.168
H 3.225 3.270 1.860 -0.059 0.041 0.034 0.052
H 4.747 3.128 2.727 -0.019 -0.020 0.020 0.075
H 3.221 3.030 3.613 -0.007 -0.011 -0.027 0.083
H 4.303 5.503 2.166 -0.051 0.081 0.033 0.113
H 4.347 5.259 3.904 -0.077 0.098 0.009 0.108
H 2.448 6.725 3.294 -0.100 0.008 -0.022 0.117
H 1.845 5.215 3.980 -0.052 -0.010 -0.037 0.121
```
Forces are in eV/Å.

- Orbital gap: 7.80 eV
- E: -1913.849721 Ha
- Charge: 0

---

[2]
ORCA calculation (wB97M-V/def2-TZVPD) on a structure of composition C28H42BBeBrClF2IMgN2O13.

Structure (XYZ):
```
93
Properties=species:S:1:pos:R:3:forces:R:3:lowdin_charge:R:1
C -5.542 3.507 -2.276 -0.437 0.588 -0.216 -0.082
C -5.684 2.563 -3.543 1.435 1.971 0.265 -0.215
O -5.755 1.159 -3.221 -1.521 -1.127 -0.950 -0.036
C -7.054 0.699 -3.129 -1.602 0.951 1.136 -0.450
O -7.947 1.464 -2.795 0.955 -0.718 -0.738 0.065
C -7.468 -0.794 -3.381 1.652 -0.272 -0.383 -0.078
C -6.399 -1.859 -2.914 -0.796 -1.082 -0.057 -0.184
C -6.462 -2.215 -1.352 1.316 0.414 -0.379 -0.207
C -5.189 -1.535 -0.695 0.409 -0.323 0.389 -0.317
C -5.323 -0.187 -0.110 1.730 -0.054 0.194 -0.287
N -6.555 0.561 -0.052 0.695 -1.733 0.735 0.096
C -4.127 0.479 0.470 0.470 -2.413 -0.978 -0.451
Cl -4.270 2.132 1.152 0.034 -1.751 -0.726 0.690
C -2.856 -0.251 0.447 -1.131 -0.370 -0.198 -0.058
C -2.721 -1.639 -0.120 -1.370 1.231 -0.037 -0.123
C -3.893 -2.297 -0.717 0.381 3.117 1.161 -0.611
I -3.671 -4.249 -1.576 -0.319 1.143 0.520 0.958
C -1.293 -2.266 -0.015 0.265 0.949 -0.073 -0.294
O -1.066 -3.420 0.270 -0.399 0.897 -0.343 0.051
C -0.109 -1.253 -0.266 1.646 2.231 -0.350 0.019
C 1.129 -1.638 -0.984 0.189 0.197 0.188 -0.091
C 1.388 -3.108 -1.521 0.591 1.258 -0.115 -0.033
C 2.182 -0.639 -1.229 -3.618 0.697 1.968 -0.117
F 3.315 -1.041 -1.923 -1.326 0.894 0.988 0.027
C 1.992 0.758 -0.738 0.790 -1.062 0.226 0.038
B 3.136 1.821 -1.068 -2.340 0.311 -0.563 -0.353
O 3.687 2.669 -0.007 1.339 -0.713 -2.455 0.103
C 3.645 1.856 -2.645 0.547 0.588 0.511 -0.189
C 3.894 3.356 -3.217 -0.261 -1.355 0.839 -0.189
C 0.804 1.169 0.015 -0.661 -3.295 -0.344 -0.182
O 0.654 2.454 0.448 -0.330 -1.350 -0.324 0.051
C -0.250 0.140 0.242 0.505 -1.012 -1.018 0.039
C -1.581 0.437 1.031 0.996 -0.502 -0.728 -0.289
O -1.552 1.137 2.021 -0.416 -0.451 -0.941 0.084
H -6.129 3.141 -1.386 0.787 0.138 -0.975 0.061
H -4.463 3.729 -2.016 -1.202 -0.626 -0.149 0.075
H -5.990 4.518 -2.533 0.471 -1.154 0.164 0.080
H -4.725 2.698 -4.133 -1.094 -0.491 0.605 0.129
H -6.506 2.938 -4.204 0.411 -0.865 0.780 0.123
H -8.458 -0.998 -2.895 1.012 0.526 -0.346 0.126
H -7.623 -0.936 -4.494 0.242 0.389 1.140 0.131
H -6.640 -2.829 -3.453 0.265 1.139 0.497 0.112
H -5.340 -1.610 -3.197 -1.158 0.038 0.214 0.114
H -6.406 -3.340 -1.258 0.104 1.327 0.138 0.056
H -7.418 -1.906 -0.854 0.877 -0.143 -0.536 0.102
H -7.354 -0.036 -0.285 0.410 0.321 -0.191 0.077
H -6.722 0.829 0.931 0.295 0.245 -0.658 0.090
H 1.873 -2.966 -2.535 -0.779 -0.438 0.975 0.082
H 2.185 -3.609 -0.891 -1.155 0.430 -0.516 0.094
H 0.447 -3.713 -1.576 1.090 0.579 0.072 0.076
H 4.165 3.454 -0.370 -1.690 0.458 1.139 0.069
H 4.628 1.208 -2.706 -0.878 0.375 -0.398 0.100
H 2.900 1.337 -3.311 0.815 0.338 1.028 0.145
H 3.768 3.334 -4.337 0.495 0.271 1.333 0.122
H 3.120 4.029 -2.730 0.747 -0.682 -0.669 0.101
H 4.980 3.688 -2.946 -2.401 0.684 -2.100 -0.218
H -0.311 2.636 0.440 0.720 0.133 0.353 0.137
Mg 5.477 2.752 -1.625 0.650 0.480 -0.455 0.963
C -0.474 -7.527 0.937 -1.627 -0.473 -0.676 -0.761
O 0.588 -7.140 1.516 0.833 -0.973 0.627 0.083
O -1.252 -6.481 0.542 1.016 0.100 0.593 0.072
O -0.868 -8.663 0.701 0.890 0.148 0.331 0.123
H -0.627 -5.813 0.892 -0.928 1.058 -0.503 0.089
O 1.081 -7.716 4.650 0.325 -0.232 -0.393 0.001
H 1.203 -7.909 3.698 -0.011 -0.207 -0.760 -0.077
F 2.174 -9.165 2.627 0.719 0.850 0.792 -0.462
Be -5.441 -2.680 1.693 -0.086 -0.224 0.533 0.483
O -7.447 -2.533 4.060 -0.082 0.095 0.239 -0.156
H -7.544 -3.044 4.873 0.008 -0.028 -0.107 0.035
H -7.203 -1.651 4.366 0.024 -0.064 -0.088 0.022
O 0.727 3.470 -2.230 1.249 -0.361 -0.206 -0.404
H 0.518 2.931 -1.470 -0.138 0.173 -0.098 -0.180
N 5.323 -8.415 2.646 0.063 0.003 0.082 0.318
H 5.957 -9.075 3.100 -0.099 0.037 -0.035 0.153
H 4.344 -8.670 2.866 -0.941 -0.181 -0.163 0.112
H 5.513 -7.470 2.986 -0.105 -0.078 -0.020 0.154
H 5.462 -8.449 1.634 -0.179 -0.032 0.068 0.156
C 6.070 5.707 4.368 0.038 0.103 0.039 -0.076
C 6.372 4.919 3.105 0.046 0.099 0.110 -0.286
O 7.048 5.676 2.111 -0.136 -0.124 -0.240 -0.169
C 8.313 6.207 2.477 0.093 0.012 0.045 -0.277
C 9.328 5.146 2.866 -0.056 -0.135 0.044 -0.082
H 5.470 6.590 4.132 0.004 -0.099 0.001 0.086
H 5.520 5.088 5.080 0.005 0.029 -0.063 0.080
H 6.980 6.053 4.861 -0.005 -0.086 0.037 0.066
H 5.429 4.594 2.660 0.078 0.105 -0.148 0.112
H 6.935 4.008 3.335 0.044 0.008 0.097 0.103
H 8.196 6.949 3.273 0.028 -0.055 0.056 0.108
H 8.684 6.748 1.604 -0.219 -0.068 -0.027 0.121
H 9.011 4.577 3.742 0.057 0.075 0.046 0.064
H 10.290 5.608 3.098 -0.048 -0.011 -0.034 0.079
H 9.471 4.436 2.048 0.026 0.073 0.008 0.078
Br 6.334 5.378 -3.087 0.662 -0.857 1.167 -0.100
```
Forces are in eV/Å.

- Orbital gap: 2.20 eV
- E: -5950.406680 Ha
- Charge: 0